[1]
The following is a DFT calculation (wB97M-V/def2-TZVPD) of a 3-piece molecular cluster, C6H18N4S2 overall.

Computed properties:
Charge = +2
Orbital gap = 6.93 eV

Geometry as XYZ:
```
30
Properties=species:S:1:pos:R:3:mulliken_charge:R:1
C 1.570 -2.445 2.161 -0.3030
C 3.870 -1.720 4.510 -0.1508
C 6.353 -0.143 -0.189 -0.8815
C -8.318 2.785 -4.080 -0.6558
C 4.368 -0.137 1.260 -0.7936
C -9.725 1.050 -3.174 -0.0254
N 5.788 -0.199 1.148 -0.3000
N -8.795 1.442 -3.952 -0.0302
N 3.891 -1.176 2.195 -0.0799
N 3.953 -0.864 3.522 -0.1093
S 1.262 -2.276 3.738 -0.0995
S 3.719 -1.163 6.125 -0.1122
H 1.153 -1.765 1.433 0.2676
H 2.112 -3.300 1.782 0.2828
H 4.006 -2.771 4.304 0.4459
H 5.947 -0.959 -0.786 0.3197
H 6.146 0.806 -0.699 0.3284
H 7.430 -0.270 -0.114 0.3128
H -8.898 3.468 -3.460 0.2785
H -7.266 2.829 -3.789 0.3022
H -8.384 3.106 -5.122 0.3055
H 3.913 -0.384 0.294 0.4474
H 3.956 0.820 1.612 0.3939
H -10.237 1.758 -2.534 0.2382
H -10.025 0.012 -3.138 0.2760
H 6.278 0.420 1.782 0.2227
H -8.318 0.759 -4.546 0.3109
H 4.316 -2.077 1.989 0.3347
H 3.812 0.127 3.724 0.2598
H 3.714 -2.363 6.708 0.2140
```


[2]
The following is a DFT calculation (wB97M-V/def2-TZVPD) of one molecule with the formula Cl3O2P.

Computed properties:
Orbital gap = 10.91 eV

Geometry as XYZ:
```
6
Properties=species:S:1:pos:R:3:mulliken_charge:R:1
O 0.012 0.323 1.595 -0.5149
O -0.786 0.696 -0.802 -0.2313
P 0.400 -0.013 0.238 1.0014
Cl -2.123 -0.177 -0.312 -0.0027
Cl 0.620 -1.865 -0.276 -0.1059
Cl 1.877 1.036 -0.444 -0.1466
```


[3]
The following is a DFT calculation (wB97M-V/def2-TZVPD) of a 3-piece molecular cluster, C34H76IN5O3P overall.

Computed properties:
Charge = +1
Orbital gap = 7.17 eV

Geometry as XYZ:
```
120
Properties=species:S:1:pos:R:3:mulliken_charge:R:1
C 2.879 -1.404 3.529 -0.5888
C 4.258 -0.831 3.025 -0.5096
C 4.569 -1.107 1.495 -0.4695
C 5.168 0.204 0.820 -0.9412
C 4.083 1.126 0.139 -0.3427
C 2.864 1.498 1.076 0.4479
C 1.659 2.073 0.196 1.4303
C 1.704 3.671 0.244 -0.6371
C 0.994 4.371 -0.977 -1.2060
C -0.463 3.847 -1.288 0.3854
C -1.506 4.802 -0.542 -0.9047
C -2.859 4.019 -0.294 -0.6897
C -3.056 3.546 1.224 -0.5901
C -3.720 2.112 1.148 0.6052
C -3.778 1.321 2.520 -0.2637
C -5.231 0.960 3.020 -0.9730
C -6.165 0.308 1.930 -0.7063
C -5.582 -0.997 1.255 -0.5511
N -4.698 -0.632 0.121 0.1404
C -3.508 -1.102 -0.116 -1.1490
N -2.692 -0.745 -1.235 0.2995
C -2.556 -1.932 -2.145 0.2269
C -1.339 -1.611 -3.139 -0.9595
C -0.094 -1.146 -2.291 0.4188
C 1.240 -1.003 -3.134 -0.1735
C 1.199 0.159 -4.214 -1.1141
C -2.348 -3.299 -1.393 -0.7757
C -3.033 -3.373 0.033 -0.7196
N -2.923 -2.068 0.803 0.2950
P -1.170 -1.769 0.995 0.0753
O -0.908 -0.329 1.852 -0.0424
I -0.271 -3.510 2.529 -0.1206
H 2.865 -1.295 4.654 0.2125
H 2.722 -2.490 3.304 0.2815
H 1.988 -0.845 3.140 -0.0695
H 4.247 0.283 3.192 0.2187
H 5.062 -1.284 3.661 0.4458
H 5.369 -1.902 1.446 0.4206
H 3.692 -1.519 0.932 0.1654
H 5.765 0.825 1.542 0.3748
H 5.887 -0.149 0.035 0.3682
H 3.701 0.742 -0.844 0.1957
H 4.607 2.102 -0.094 0.2474
H 3.173 2.351 1.744 0.2661
H 2.455 0.633 1.657 -0.8680
H 0.674 1.785 0.652 -0.9534
H 1.708 1.699 -0.862 -0.0680
H 2.745 4.033 0.433 0.5127
H 1.099 3.953 1.160 0.1542
H 1.661 4.388 -1.888 0.4291
H 0.882 5.461 -0.692 0.3786
H -0.625 3.913 -2.400 0.2975
H -0.655 2.785 -0.988 -0.3704
H -1.707 5.666 -1.237 0.3055
H -1.104 5.127 0.451 0.4079
H -3.783 4.575 -0.592 0.5037
H -2.823 3.090 -0.942 0.1665
H -2.088 3.521 1.791 0.3623
H -3.815 4.213 1.725 0.3101
H -4.726 2.208 0.660 0.2471
H -3.056 1.502 0.458 -0.7183
H -3.216 0.360 2.402 -0.1250
H -3.264 1.932 3.314 0.5356
H -5.113 0.206 3.854 0.3735
H -5.788 1.830 3.467 0.3350
H -7.100 -0.022 2.472 0.4167
H -6.528 1.050 1.162 0.3103
H -5.127 -1.720 1.972 0.3168
H -6.470 -1.527 0.797 0.3816
H -5.061 0.062 -0.536 0.4526
H -3.065 0.069 -1.729 0.5013
H -3.456 -2.031 -2.825 0.3731
H -1.644 -0.863 -3.928 0.4903
H -1.046 -2.537 -3.718 0.1984
H 0.084 -1.949 -1.518 -0.0392
H -0.237 -0.168 -1.755 -0.2790
H 2.088 -0.757 -2.431 0.1047
H 1.481 -2.017 -3.557 0.3212
H 1.870 0.986 -3.843 0.3259
H 1.683 -0.255 -5.143 0.2176
H 0.163 0.539 -4.413 0.3073
H -1.272 -3.615 -1.304 0.2851
H -2.836 -4.097 -2.022 0.4565
H -2.553 -4.186 0.642 0.3181
H -4.126 -3.559 -0.120 0.3199
H -0.847 0.413 1.225 -0.0465
C 0.255 3.130 6.460 -1.3142
C 1.467 2.572 7.200 0.2579
C 2.074 1.324 6.531 -0.3098
O 1.338 0.128 6.743 -0.4630
C 0.234 -0.046 5.874 -0.5298
N 1.094 2.312 8.595 -0.7364
H -0.644 2.534 6.621 0.2624
H 0.032 4.141 6.810 0.3848
H 0.443 3.185 5.384 0.2632
H 2.237 3.351 7.192 0.4174
H 3.056 1.146 6.980 0.3506
H 2.247 1.486 5.459 0.0908
H 0.430 0.356 4.875 0.1055
H -0.661 0.413 6.300 0.3590
H 0.042 -1.117 5.784 0.2798
H 1.926 2.034 9.109 0.2808
H 0.514 1.475 8.602 0.3205
C 3.179 -2.907 -7.977 -1.6469
C 2.234 -3.118 -6.798 0.8185
C 2.126 -4.588 -6.351 -0.7365
O 1.323 -5.400 -7.194 -0.4130
C 1.985 -5.891 -8.348 -0.6355
N 0.920 -2.558 -7.135 -0.6376
H 2.742 -3.225 -8.924 0.3065
H 3.423 -1.848 -8.080 0.3733
H 4.115 -3.451 -7.832 0.3571
H 2.641 -2.551 -5.953 0.1803
H 1.634 -4.607 -5.373 0.2384
H 3.116 -5.039 -6.208 0.4683
H 3.040 -6.107 -8.157 0.3020
H 1.887 -5.183 -9.174 0.2260
H 1.492 -6.816 -8.650 0.2668
H 0.323 -2.612 -6.313 0.1812
H 0.480 -3.196 -7.796 0.3587
```


[4]
The following is a DFT calculation (wB97M-V/def2-TZVPD) of C26H31BrCrN6O4P as an isolated structure.

Computed properties:
Spin multiplicity = 5
Charge = +1
Orbital gap (spin up / spin down) = 7.14 / 7.26 eV

Geometry as XYZ:
```
70
Properties=species:S:1:pos:R:3:mulliken_charge:R:1
Cr -0.514 0.693 -0.309 0.3991
Br 3.272 -4.952 -5.530 -0.1651
C 2.174 -5.695 -4.178 0.0768
C 0.903 -5.179 -3.975 -0.6198
C 0.121 -5.683 -2.952 -0.0136
C 0.605 -6.714 -2.141 -0.0557
C 1.852 -7.272 -2.411 -0.1672
C 2.649 -6.747 -3.412 -0.4722
N -0.176 -7.300 -1.118 -0.4759
N -0.886 -6.629 -0.352 -0.4613
C -0.884 -5.230 -0.284 -0.2316
C -2.105 -4.597 -0.239 -0.7823
C -2.197 -3.210 -0.247 0.1378
C -1.086 -2.368 -0.248 0.0394
O -1.250 -1.064 -0.300 0.1187
C 0.206 -3.013 -0.152 -0.2018
N 1.332 -2.258 -0.027 -0.4725
C 2.503 -2.842 0.107 -0.2055
C 2.673 -4.227 0.154 -1.0879
C 1.564 -5.015 0.027 -0.7749
C 0.293 -4.435 -0.160 1.0375
H 0.532 -4.385 -4.608 0.4431
H -0.877 -5.300 -2.795 0.4784
H 2.191 -8.107 -1.810 0.4794
H 3.631 -7.156 -3.606 0.4374
H -3.000 -5.206 -0.275 0.4182
H -3.174 -2.754 -0.282 0.3080
H 3.359 -2.181 0.201 0.4127
H 3.653 -4.660 0.290 0.4440
H 1.661 -6.089 0.092 0.6842
O 1.373 0.123 -0.778 -0.7815
C 2.315 1.022 -0.209 -0.4484
C 1.703 2.400 -0.195 0.3766
C 2.459 3.547 -0.045 -0.8811
C 1.828 4.781 -0.055 -0.2631
C 0.451 4.823 -0.228 -0.9318
C -0.236 3.636 -0.362 -0.3199
N 0.366 2.436 -0.339 0.4879
H 1.431 -0.849 -0.454 0.7599
H 3.228 1.031 -0.808 0.5492
H 2.562 0.726 0.815 0.2445
H 3.531 3.474 0.078 0.4484
H 2.400 5.691 0.061 0.4383
H -0.082 5.762 -0.261 0.4353
H -1.310 3.615 -0.499 0.5475
C -1.368 0.968 5.370 -1.0163
N -0.590 0.579 4.209 -0.2311
C -0.742 1.057 2.955 0.3194
N -1.755 1.937 2.750 -0.1590
O 0.028 0.703 2.047 -0.3179
H -0.989 0.432 6.234 0.3145
H -2.422 0.707 5.248 0.3031
H -1.287 2.038 5.573 0.3286
H 0.196 -0.033 4.333 0.2696
H -2.395 2.184 3.482 0.2494
H -1.984 2.165 1.796 0.0507
C -3.711 -0.391 -1.939 -1.2494
P -3.615 0.510 -0.371 1.5369
C -3.839 -0.424 1.168 -1.2418
C -5.117 1.525 -0.439 -1.3264
O -2.442 1.477 -0.261 -0.5628
H -4.649 -0.947 -1.976 0.3887
H -2.873 -1.059 -2.095 0.2416
H -3.719 0.371 -2.719 0.4393
H -4.634 -1.164 1.073 0.4077
H -4.134 0.317 1.912 0.4348
H -2.915 -0.903 1.475 0.2738
H -6.019 0.913 -0.404 0.4194
H -5.110 2.102 -1.364 0.3891
H -5.115 2.216 0.403 0.3488
```


| no. | calculated total energy (eV) |
| --- | --- |
| 1 | -34126.8455 |
| 2 | -50951.6307 |
| 3 | -67464.7208 |
| 4 | -152347.1317 |